C40H36Br2HgN7OS4 as an isolated structure. Source: OMol25; level of theory: the ωB97M-V functional and the def2-TZVPD basis.

## Properties
E_LUMO: 0.0694 Eh
Kohn-Sham gap: 4.611 eV
Total charge: -1
2S+1: 1

Atoms and positions in Å:
Hg 0.2534 1.1360 0.9511
S -0.9705 -0.5798 -0.4745
C 0.5092 -1.0801 -1.3000
N 0.6090 -2.4840 -1.5460
C 1.8801 -2.9890 -1.9860
C 2.4651 -2.0186 -2.9933
N 2.6671 -0.7533 -2.3426
C 3.6400 0.1203 -2.9607
C 3.2609 0.6535 -4.3365
C 2.7571 1.9412 -4.4997
C 2.3960 2.4105 -5.7556
C 2.5327 1.5991 -6.8736
C 3.0419 0.3162 -6.7266
C 3.4046 -0.1460 -5.4689
C 1.5097 -0.2353 -1.6672
S 1.5398 1.4770 -1.2376
C -0.3154 -3.4225 -0.9656
C -1.6558 -3.5082 -1.6712
C -2.8176 -3.7158 -0.9376
C -4.0524 -3.8013 -1.5657
C -4.1386 -3.6779 -2.9469
C -2.9807 -3.4732 -3.6871
C -1.7491 -3.3881 -3.0521
H 1.7371 -3.9717 -2.4450
H 2.6020 -3.1002 -1.1599
H 1.7763 -1.9478 -3.8522
H 3.4283 -2.3875 -3.3579
H 4.5691 -0.4524 -3.0623
H 3.8283 0.9519 -2.2866
H 2.6251 2.5639 -3.6239
H 1.9980 3.4132 -5.8590
H 2.2455 1.9635 -7.8527
H 3.1604 -0.3242 -7.5928
H 3.8132 -1.1455 -5.3662
H -0.5005 -3.2173 0.0935
H 0.1651 -4.4043 -1.0197
H -2.7463 -3.7941 0.1420
H -4.9502 -3.9498 -0.9755
H -5.1012 -3.7305 -3.4414
H -3.0396 -3.3664 -4.7638
H -0.8499 -3.1856 -3.6230
O -0.6162 0.8831 3.2474
N 0.1227 0.3920 4.2257
C -0.3109 0.6363 5.4862
C 0.3443 0.1682 6.5894
C 1.5099 -0.5831 6.3955
C 1.9498 -0.8138 5.1202
C 1.2666 -0.3333 3.9751
S 1.8146 -0.6163 2.3930
H -1.2151 1.2249 5.5189
H -0.0510 0.3821 7.5715
H 2.0601 -0.9759 7.2413
H 2.8495 -1.3816 4.9296
Br -0.7250 7.4713 -2.2020
C -0.5961 5.8793 -1.1850
C -1.4072 4.8045 -1.4811
C -1.2624 3.6698 -0.6964
N -0.3971 3.5925 0.3060
C 0.3978 4.6214 0.5673
C 0.3256 5.8066 -0.1576
C 1.4011 4.4295 1.6672
C 2.2324 5.4651 2.0857
C 3.1280 5.2066 3.1046
Br 4.2726 6.5874 3.7105
C 3.1973 3.9536 3.6774
C 2.3361 2.9875 3.1791
N 1.4612 3.2192 2.2106
H -2.1207 4.8331 -2.2911
H -1.8604 2.7838 -0.8753
H 0.9657 6.6496 0.0499
H 2.1952 6.4465 1.6396
H 3.8920 3.7268 4.4725
H 2.3688 1.9734 3.5590
N -4.3074 -0.3789 0.4436
C -3.5948 0.2806 1.4006
S -3.4969 1.9511 1.4333
N -2.9405 -0.4681 2.3158
C -3.0097 -1.8490 2.5456
C -1.8799 -2.4575 3.0974
C -1.8780 -3.8093 3.3855
C -3.0069 -4.5854 3.1444
C -4.1371 -3.9770 2.6222
C -4.1480 -2.6214 2.3191
H -4.5882 0.2425 -0.2983
H -3.8820 -1.2364 0.1024
H -2.1506 0.0192 2.7525
H -0.9912 -1.8629 3.2639
H -0.9812 -4.2600 3.7922
H -3.0027 -5.6464 3.3589
H -5.0303 -4.5617 2.4361
H -5.0506 -2.1648 1.9400

=====

C40H36BrCl2INSSbW as an isolated structure. Source: OMol25; level of theory: the ωB97M-V functional and the def2-TZVPD basis.

## Properties
E_LUMO (alpha / beta): -0.2200 / -0.2651 Eh
Kohn-Sham gap (alpha / beta): 6.992 / 5.769 eV
Total charge: +2
2S+1: 3

Atoms and positions in Å:
W -2.1718 0.5822 -1.0302
C -2.7764 3.6962 1.7993
C -2.9362 4.2489 0.3810
C -1.9133 5.3436 0.1006
C -2.9463 3.1767 -0.6886
C -4.0238 2.2684 -0.7680
C -4.2140 1.4476 -1.9030
C -3.2948 1.4455 -2.9730
C -3.5155 0.6235 -4.2045
C -2.0940 2.1611 -2.7584
C -1.9423 3.0416 -1.6545
H -2.9688 4.4929 2.5168
H -1.7626 3.3292 1.9553
H -3.4680 2.8798 2.0119
H -3.9360 4.6929 0.3138
H -0.8917 4.9703 0.2032
H -2.0381 6.1481 0.8240
H -2.0332 5.7727 -0.8954
H -4.7714 2.2489 0.0150
H -5.0852 0.8061 -1.9483
H -4.0136 1.2344 -4.9600
H -4.1516 -0.2361 -3.9961
H -2.5705 0.2746 -4.6187
H -1.2956 2.0840 -3.4856
H -1.0257 3.6109 -1.5726
S -1.3634 0.5172 1.2225
Sb 0.9890 0.6436 1.2277
C 2.0367 -0.7291 0.0538
C 3.1638 -1.2880 0.6502
C 3.9988 -2.0980 -0.1057
C 3.6981 -2.3534 -1.4343
C 2.5632 -1.8051 -2.0177
C 1.7274 -0.9822 -1.2789
C 1.5145 2.5833 0.6375
C 1.9758 2.8031 -0.6582
C 2.3235 4.0902 -1.0469
C 2.2233 5.1395 -0.1419
C 1.7729 4.9121 1.1524
C 1.4089 3.6322 1.5470
C 1.5312 0.3891 3.2233
C 0.7811 -0.4507 4.0409
C 1.1879 -0.6493 5.3520
C 2.3295 -0.0188 5.8297
C 3.0729 0.8158 5.0060
C 2.6768 1.0266 3.6931
H 3.4006 -1.0969 1.6905
H 4.8766 -2.5353 0.3502
H 4.3478 -2.9909 -2.0197
H 2.3255 -2.0210 -3.0499
H 0.8437 -0.5641 -1.7441
H 2.0945 1.9786 -1.3532
H 2.6951 4.2696 -2.0472
H 2.5115 6.1380 -0.4427
H 1.7095 5.7303 1.8575
H 1.0615 3.4592 2.5595
H -0.1069 -0.9465 3.6669
H 0.6119 -1.2952 6.0010
H 2.6411 -0.1771 6.8535
H 3.9604 1.3049 5.3843
H 3.2581 1.6812 3.0536
Cl -3.9370 -1.9358 -0.2496
C -3.1845 -2.7963 -1.5624
C -3.6135 -4.0570 -1.9186
C -3.0110 -4.6839 -3.0023
C -2.0072 -4.0567 -3.7264
C -1.5790 -2.7969 -3.3482
Cl -0.3463 -1.9838 -4.2438
C -2.1487 -2.1523 -2.2507
N -1.7549 -0.9022 -1.8196
H -4.4055 -4.5401 -1.3641
H -3.3377 -5.6730 -3.2920
H -1.5552 -4.5394 -4.5816
Br 0.3100 -5.0421 -1.6030
C 1.4732 -4.9855 -0.1146
C 2.6600 -5.7034 -0.1874
C 3.5402 -5.6964 0.8818
C 3.2385 -4.9705 2.0258
C 2.0537 -4.2566 2.0997
C 1.1665 -4.2616 1.0288
I -0.6213 -3.2037 1.2414
H 2.8799 -6.2735 -1.0797
H 4.4566 -6.2680 0.8227
H 3.9153 -4.9727 2.8698
H 1.8056 -3.7055 2.9974

=====

C40H36ClLaN3Si2 as an isolated structure in a non-equilibrium geometry. Source: OMol25; level of theory: the ωB97M-V functional and the def2-TZVPD basis.

## Properties
E_LUMO (alpha / beta): -0.1982 / -0.2200 Eh
Kohn-Sham gap (alpha / beta): 2.918 / 1.763 eV
Total charge: +1
2S+1: 1

Atoms and positions in Å:
C -1.0316 -0.2982 1.4088
C -1.4936 0.3207 0.2068
C -1.4189 -0.6509 -0.8433
H -1.9098 1.3256 0.1142
C -0.9069 -1.8636 -0.2862
C -0.6701 -1.6428 1.1018
H -0.3407 -2.3911 1.8270
H -1.0612 0.1494 2.4064
H -1.7755 -0.5209 -1.8635
H -0.7689 -2.8006 -0.8337
La 1.0487 -0.0828 -0.2088
Si 0.4835 0.2001 -7.2368
C 0.8043 1.7755 -8.1907
C 2.0710 2.1070 -8.7005
H 2.9179 1.4486 -8.5052
C 2.2452 3.2708 -9.4577
H 3.2374 3.5323 -9.8244
C 1.1558 4.0978 -9.7478
H 1.2877 4.9852 -10.3698
C -0.1074 3.7727 -9.2427
H -0.9622 4.4102 -9.4673
C -0.2774 2.6390 -8.4403
H -1.2591 2.4173 -8.0134
C 1.0456 -1.2813 -8.2382
C 0.5693 -1.4575 -9.5515
H -0.0979 -0.7079 -9.9911
C 0.9410 -2.5820 -10.2995
H 0.5571 -2.7018 -11.3140
C 1.7934 -3.5479 -9.7475
H 2.0877 -4.4175 -10.3384
C 2.2661 -3.3782 -8.4400
H 2.9347 -4.1254 -8.0077
C 1.8809 -2.2672 -7.6784
H 2.2427 -2.1631 -6.6513
H -0.9847 0.0534 -7.2103
Si 0.7959 0.2607 -4.7699
C -0.1004 -1.3389 -4.3894
C -1.4049 -1.4933 -4.8866
H -1.9250 -0.6478 -5.3471
C -2.0561 -2.7284 -4.8191
H -3.0844 -2.8077 -5.1807
C -1.3929 -3.8319 -4.2711
H -1.8816 -4.8123 -4.2559
C -0.1122 -3.6728 -3.7204
H 0.3939 -4.5145 -3.2365
C 0.5273 -2.4277 -3.7625
H 1.5098 -2.2924 -3.3010
C -0.3162 1.7388 -4.4943
C -1.6114 1.6146 -3.9548
H -1.9068 0.6839 -3.4573
C -2.5084 2.6815 -4.0365
H -3.5473 2.5293 -3.7312
C -2.0741 3.9364 -4.4653
H -2.7654 4.7861 -4.4620
C -0.7382 4.1013 -4.8510
H -0.3627 5.0899 -5.1236
C 0.1358 3.0150 -4.8718
H 1.1756 3.1509 -5.1816
H 2.0591 0.1620 -5.4927
Cl 2.0673 0.4613 -2.8261
C 2.1386 -1.9397 5.0500
C 2.1009 -0.5742 5.3734
C 2.1830 0.3823 4.3572
C 2.2410 -0.0557 3.0198
C 2.3877 -1.4285 2.6893
C 2.2938 -2.3655 3.7212
N 1.9841 0.8265 1.9563
N 1.9777 2.1063 2.3100
C 1.4897 2.9480 1.3268
C 1.4674 4.3443 1.5438
C 0.8924 5.1543 0.5760
C 0.3745 4.5665 -0.5942
C 0.4557 3.1956 -0.7671
N 1.0152 2.3784 0.1677
H 2.0656 -2.6761 5.8488
H 2.0097 -0.2328 6.4019
H 2.1532 1.4542 4.5402
H 2.5759 -1.7258 1.6398
H 2.3282 -3.4323 3.4915
H 1.9075 4.6936 2.4785
H 0.8530 6.2344 0.7123
H -0.0866 5.1672 -1.3758
H 0.0734 2.6985 -1.6637

=====

C40H36IMnN7O7S2 as an isolated structure. Source: OMol25; level of theory: the ωB97M-V functional and the def2-TZVPD basis.

## Properties
E_LUMO (alpha / beta): 0.1299 / 0.1299 Eh
Kohn-Sham gap (alpha / beta): 5.611 / 5.707 eV
Total charge: -2
2S+1: 6

Atoms and positions in Å:
Mn -1.0531 2.0357 -0.6215
N 1.6859 2.6207 3.2639
C 0.6895 2.4314 2.3037
S 0.3656 3.7791 1.3006
N 0.1159 1.2578 2.3573
N -0.9664 1.1405 1.4874
C -1.8396 0.2657 1.8589
C -3.1494 0.0559 1.2660
C -3.9190 -0.9986 1.7663
C -5.2109 -1.2349 1.3406
C -5.7573 -0.3721 0.3855
C -5.0313 0.6801 -0.1213
C -3.6935 0.9331 0.2802
O -3.0259 1.9050 -0.2390
H 2.3801 3.2938 2.9795
H 2.0441 1.7711 3.6696
H -1.6211 -0.3172 2.7593
H -3.4686 -1.6496 2.5085
H -5.7820 -2.0661 1.7332
H -6.7664 -0.5416 0.0262
H -5.4446 1.3363 -0.8769
C 2.6515 -1.8838 5.1455
C 2.3568 -0.6310 4.3289
C 2.5286 -0.8587 2.8362
N 1.5025 -1.7928 2.3743
C 1.2726 -2.0633 1.0649
S -0.2250 -2.4153 0.4786
N 2.3759 -2.0064 0.2116
C 3.6754 -2.4381 0.3884
O 4.5937 -1.9904 -0.2849
C 3.9234 -3.5788 1.3463
C 5.2114 -3.7039 1.8659
C 5.5113 -4.7337 2.7403
C 4.5293 -5.6570 3.0833
C 3.2567 -5.5579 2.5366
C 2.9490 -4.5213 1.6685
H 2.4741 -1.7177 6.2083
H 3.6903 -2.1928 5.0170
H 2.0272 -2.7169 4.8232
H 3.0304 0.1764 4.6309
H 1.3390 -0.2738 4.5152
H 3.5209 -1.2717 2.6622
H 2.4357 0.0750 2.2733
H 0.6211 -1.6985 2.8653
H 2.1884 -1.5888 -0.6946
H 5.9578 -2.9776 1.5722
H 6.5101 -4.8228 3.1489
H 4.7591 -6.4589 3.7737
H 2.4988 -6.2898 2.7833
H 1.9631 -4.4623 1.2303
N 0.0457 5.9546 -1.4576
C -0.1840 4.6786 -1.8784
N -1.3556 4.2295 -1.5183
C -1.9293 5.2482 -0.7765
C -3.1491 5.2811 -0.1093
C -3.4593 6.4277 0.5963
C -2.5799 7.5193 0.6454
C -1.3629 7.4973 -0.0138
C -1.0605 6.3445 -0.7260
H 0.9343 6.4198 -1.5018
H 0.5638 4.1030 -2.4091
H -3.7932 4.4123 -0.1313
H -4.3946 6.4813 1.1392
H -2.8489 8.3897 1.2308
H -0.6760 8.3319 0.0419
I 2.8741 -3.8415 -5.1918
C 2.4623 -2.0457 -4.1856
C 1.2940 -1.9302 -3.4543
C 1.0383 -0.7335 -2.7962
C 1.9255 0.3326 -2.8821
C 3.0823 0.1939 -3.6388
C 3.3668 -0.9982 -4.2835
C 1.6103 1.6484 -2.1834
O 2.1008 2.6764 -2.6616
O 0.8680 1.5538 -1.1623
H 0.5905 -2.7471 -3.3805
H 0.1339 -0.6173 -2.2133
H 3.7565 1.0376 -3.7073
H 4.2790 -1.1145 -4.8525
O -3.1396 -0.9375 -5.6451
C -3.1262 -1.4471 -4.4029
C -3.6484 -2.7222 -4.1784
C -3.6620 -3.2539 -2.9001
C -3.1548 -2.5338 -1.8259
C -2.6235 -1.2755 -2.0560
C -2.5966 -0.7143 -3.3256
C -2.0191 0.6663 -3.5596
O -2.1282 1.1231 -4.7272
O -1.4667 1.2505 -2.6041
H -2.7398 -0.0074 -5.5127
H -4.0443 -3.2714 -5.0235
H -4.0773 -4.2431 -2.7401
H -3.1716 -2.9403 -0.8244
H -2.2159 -0.7001 -1.2340

=====

C40H36N2O5P2PtS3 as an isolated structure in a non-equilibrium geometry. Source: OMol25; level of theory: the ωB97M-V functional and the def2-TZVPD basis.

## Properties
E_LUMO (alpha / beta): -0.0421 / -0.0421 Eh
Kohn-Sham gap (alpha / beta): 6.180 / 6.181 eV
Total charge: 0
2S+1: 1

Atoms and positions in Å:
Pt 0.7240 -0.0891 -0.2790
O -2.9909 2.1461 2.1129
S -2.0107 1.7560 1.0534
C -3.0031 1.1143 -0.3242
C -3.9191 1.9482 -0.9461
C -4.8399 1.4277 -1.8376
C -4.8569 0.0673 -2.0825
C -3.9299 -0.7686 -1.4730
C -2.9642 -0.2684 -0.6011
P -1.5802 -1.3232 0.0527
C -1.9192 -1.2822 1.8603
C -0.8510 -1.3680 2.7521
C -1.0734 -1.3131 4.1205
C -2.3659 -1.1628 4.6094
C -3.4327 -1.0807 3.7278
C -3.2129 -1.1403 2.3597
C -2.1249 -3.0419 -0.3337
C -2.3252 -3.4974 -1.6393
C -2.7496 -4.7951 -1.8783
C -2.9415 -5.6772 -0.8257
C -2.6945 -5.2550 0.4714
C -2.2969 -3.9478 0.7166
C -1.5159 3.2965 0.2796
C -2.3329 4.3891 0.5455
C -2.0045 5.6374 0.0517
C -0.8513 5.7911 -0.7056
C -0.0267 4.7061 -0.9419
C -0.3305 3.4329 -0.4502
P 0.9591 2.1209 -0.6637
C 2.2635 2.8251 0.3901
C 1.9212 3.3517 1.6342
C 2.9068 3.8266 2.4861
C 4.2397 3.7808 2.1019
C 4.5890 3.2275 0.8770
C 3.6072 2.7321 0.0315
C 1.4891 2.3364 -2.3894
C 2.2985 3.3806 -2.8421
C 2.6031 3.4887 -4.1895
C 2.1152 2.5524 -5.0941
C 1.3375 1.4954 -4.6467
C 1.0232 1.3847 -3.2995
H -3.9264 3.0089 -0.7301
H -5.5489 2.0831 -2.3300
H -5.5961 -0.3544 -2.7509
H -3.9703 -1.8243 -1.6776
H 0.1538 -1.4699 2.3625
H -0.2385 -1.3692 4.8104
H -2.5401 -1.1001 5.6767
H -4.4400 -0.9526 4.1053
H -4.0531 -1.0677 1.6784
H -2.1116 -2.8441 -2.4729
H -2.9177 -5.1202 -2.8980
H -3.2665 -6.6923 -1.0185
H -2.8093 -5.9441 1.2988
H -2.1197 -3.6377 1.7358
H -3.2003 4.2365 1.1785
H -2.6364 6.4907 0.2686
H -0.5766 6.7660 -1.0901
H 0.8800 4.8543 -1.5128
H 0.8799 3.3848 1.9397
H 2.6329 4.2265 3.4551
H 5.0082 4.1603 2.7640
H 5.6301 3.1700 0.5816
H 3.8862 2.2584 -0.9017
H 2.7134 4.0952 -2.1437
H 3.2303 4.3026 -4.5350
H 2.3529 2.6431 -6.1473
H 0.9836 0.7461 -5.3435
H 0.4356 0.5431 -2.9457
S 2.6193 -0.1270 1.4750
C 3.1337 -1.7719 1.4039
N 3.5402 -2.3365 0.2803
C 3.6643 -3.7991 0.1148
C 3.0102 -4.5190 1.2776
C 3.5065 -3.9011 2.5719
N 3.1856 -2.4739 2.5428
H 3.2639 -1.8408 -0.5598
H 4.7222 -4.0572 0.0423
H 3.1737 -4.0679 -0.8182
H 3.2369 -5.5835 1.2356
H 1.9298 -4.3848 1.2083
H 4.5856 -4.0405 2.6681
H 3.0267 -4.3455 3.4401
H 2.8313 -2.0094 3.3576
O -0.1921 -1.5255 -2.2096
S 0.9768 -2.3428 -1.7333
O 0.9971 -3.6779 -2.2734
O 0.7902 -2.3948 -0.1916
O 2.2302 -1.5985 -1.9814

=====

Per-record relative energy (zero: lowest compared OMol25 entry of this formula, charge and spin), kcal/mol: 12.6, 2.4, 30.2, 12.9, 56.6
Per-record electronic energy, eV: -242145.698, -165926.957, -75665.717, -127927.201, -109612.767